1.
Formula: C8H7Cl2N4O3
Source: the OMol25 dataset
Level of theory: ωB97M-V/def2-TZVPD

## Properties
Lowest unoccupied orbital energy in eV: -5.727
Highest occupied orbital energy in eV: -13.77
Total charge: +1
Maximum force in eV/Å: 3.62

Each line ends with the Mulliken charge.
Atoms and positions in Å:
O1 1.65881 -1.99923 4.23856  -0.15
N1 1.40973 -2.89460 3.56307  0.19
O2 -0.02347 -3.18599 3.59533  -0.27
C1 -0.48083 -2.84999 2.33639  0.65
C2 -0.50342 -1.46256 1.97190  -0.29
C3 -0.99816 -1.27564 0.62518  0.52
C4 -1.09805 0.09722 -0.05718  -0.88
C5 0.37271 0.46396 -0.51264  0.54
O3 0.96833 -0.34690 -1.11788  -0.37
Cl1 1.09795 2.05076 -0.11800  -0.14
C6 -1.41454 -2.47328 -0.07717  -0.38
N2 -1.37938 -3.74319 0.30835  -0.76
N3 -0.88008 -3.82531 1.51614  0.59
Cl2 -0.73531 -5.44795 2.09637  0.09
H1 -0.18705 -0.63425 2.62623  0.48
H2 -1.46403 0.86612 0.66622  0.36
H3 -1.77545 0.12609 -0.93899  0.38
H4 -1.82736 -2.31515 -1.09921  0.41
C7 1.65559 4.88344 -3.42868  -0.73
C8 0.29669 4.65569 -2.94733  0.33
N4 -0.77132 4.47384 -2.56658  -0.37
H5 2.39641 4.48790 -2.73277  0.24
H6 1.82223 4.40192 -4.39280  0.27
H7 1.86000 5.94712 -3.55451  0.28

=====

2.
Formula: C8H7ClF3N3O2
Source: the OMol25 dataset
Level of theory: ωB97M-V/def2-TZVPD

## Properties
Lowest unoccupied orbital energy in eV: -0.020
Highest occupied orbital energy in eV: -9.89
SMILES string: NC(=O)NOCc1ncc(C(F)(F)F)cc1Cl
Energy above the lowest of the compared OMol25 structures with the same formula, charge and spin in eV: 0.0000
Maximum force in eV/Å: 0.61

Each line ends with the Mulliken charge.
Atoms and positions in Å:
N1 2.42672 -1.96072 2.93572  -0.38
C1 1.29963 -1.20880 3.06609  0.50
O1 1.10057 -0.40067 3.94090  -0.63
N2 0.34352 -1.45157 2.09675  -0.09
O2 0.66150 -2.11733 0.91876  -0.38
C2 1.30481 -1.29668 -0.05516  -0.97
C3 0.36546 -0.28002 -0.65068  0.41
N3 0.63845 0.99027 -0.40877  -0.44
C4 -0.15146 1.93772 -0.87204  -0.37
C5 -1.28996 1.65090 -1.61808  0.14
C6 -2.19723 2.74427 -2.11174  0.84
F1 -2.68773 2.48396 -3.33250  -0.26
F2 -3.26068 2.90947 -1.30522  -0.24
F3 -1.58451 3.93093 -2.18419  -0.27
C7 -1.60548 0.32385 -1.88255  -0.64
C8 -0.76141 -0.66199 -1.39117  0.43
Cl1 -1.10154 -2.31607 -1.69451  -0.20
H1 3.04706 -1.98417 3.72671  0.25
H2 2.39346 -2.77276 2.34164  0.22
H3 -0.39698 -0.76471 2.02043  0.26
H4 1.63847 -2.00187 -0.82017  0.48
H5 2.16205 -0.77173 0.37970  0.39
H6 0.13468 2.95341 -0.63939  0.45
H7 -2.47939 0.06431 -2.46053  0.50

=====

3.
Formula: C8H7N2O
Source: the OMol25 dataset
Level of theory: ωB97M-V/def2-TZVPD

## Properties
Lowest unoccupied orbital energy (spin up / spin down) in eV: -6.502 / -5.889
Highest occupied orbital energy (spin up / spin down) in eV: -12.13 / -12.63
Energy above the lowest of the compared OMol25 structures with the same formula, charge and spin in eV: 4.9758
Total charge: +1
Maximum force in eV/Å: 7.10

Each line ends with the Mulliken charge.
Atoms and positions in Å:
C1 2.03306 -0.30454 0.07395  -0.43
C2 -1.49693 -1.60436 -0.17327  -0.15
C3 1.72967 0.98056 -0.10061  0.13
C4 0.52527 1.66131 -0.10617  0.07
C5 -0.94754 0.44158 0.30892  0.02
C6 -2.35862 0.49055 0.05321  0.25
C7 0.92169 -1.31478 0.17955  -0.53
C8 1.73330 2.47922 -0.08349  -0.24
N1 -0.45234 -0.82004 0.06009  0.12
N2 -2.62803 -0.89853 -0.15555  -0.03
O1 -3.18160 1.35809 0.05722  -0.51
H1 3.03461 -0.69293 0.18846  0.42
H2 -1.43358 -2.66760 -0.32685  0.43
H3 1.06946 -2.08700 -0.58552  0.41
H4 1.03254 -1.80800 1.15772  0.36
H5 2.01495 3.01853 0.81581  0.24
H6 1.95476 3.02473 -0.99726  0.22
H7 -3.55067 -1.25679 -0.36619  0.22